No. 1
C20H38AlIO2P2 | ωB97M-V/def2-TZVPD

Cartesian coordinates (Å):
C (-0.20267, -0.01757, -5.58722)
I (-0.57308, 0.00648, -3.47316)
H (0.87115, 0.09475, -5.74563)
H (-0.75494, 0.80937, -6.03858)
H (-0.55731, -0.97683, -5.96955)
Al (-0.14859, 0.03339, 1.13098)
P (0.19780, 2.09844, -0.21884)
C (-1.32270, 3.09812, -0.53005)
C (0.93095, 3.07620, 1.14210)
H (1.03358, 4.12553, 0.83328)
H (1.27355, 3.83729, -1.53556)
H (1.91564, 2.66274, 1.39560)
H (2.26504, 2.34800, -1.46372)
H (-2.05813, 2.94806, 0.27122)
H (0.28316, 3.02368, 2.02130)
C (1.24709, 2.73682, -1.58760)
H (-1.04810, 4.16416, -0.58367)
H (0.85070, 2.41940, -2.56029)
H (-1.76317, 2.78087, -1.48418)
P (0.14984, -2.13206, -0.00243)
C (-1.36926, -3.16776, -0.13267)
C (1.26335, -2.95270, -1.22380)
H (1.75134, -2.43142, 1.79938)
H (0.94928, -3.97007, 1.34987)
H (0.07877, -2.77943, 2.34043)
C (0.79887, -2.90112, 1.52655)
H (2.26968, -2.52200, -1.13720)
H (1.32150, -4.03054, -1.00064)
H (-1.09244, -4.22666, -0.00861)
H (-1.84781, -3.01847, -1.10866)
H (0.90492, -2.81399, -2.25091)
H (-2.07284, -2.88044, 0.65951)
C (-1.89749, -0.00286, 0.06872)
O (-2.84183, -0.05011, -0.60948)
C (0.18743, 3.57400, 4.25050)
C (-1.05301, 2.67403, 4.30453)
C (-1.87689, 2.61323, 3.02598)
C (-0.71264, 1.31965, 4.97221)
C (-0.84906, 1.35110, 6.35444)
C (-0.51966, 0.29228, 7.17708)
C (-0.00411, -0.84378, 6.55240)
C (0.18852, -0.91713, 5.18070)
C (0.75183, -2.26898, 4.70468)
C (1.86148, -2.84845, 5.59450)
C (-0.37803, -3.29266, 4.62580)
C (-0.21805, 0.15477, 4.32506)
O (-0.13610, 0.05220, 2.98270)
H (1.04626, 3.05772, 3.81241)
H (0.46784, 3.85954, 5.27443)
H (-0.02807, 4.48839, 3.68712)
H (-1.72996, 3.14398, 5.03569)
H (-1.49332, 1.85519, 2.33606)
H (-2.90855, 2.32773, 3.28522)
H (-1.89409, 3.59846, 2.54585)
H (-1.23756, 2.27598, 6.78742)
H (-0.63805, 0.35470, 8.25945)
H (0.27022, -1.70317, 7.15951)
H (1.20230, -2.07878, 3.72066)
H (1.48505, -3.17787, 6.56651)
H (2.26946, -3.72715, 5.09113)
H (2.67123, -2.13235, 5.75786)
H (-1.20096, -2.95404, 3.98904)
H (-0.00976, -4.24716, 4.23546)
H (-0.78533, -3.46110, 5.63612)

Atoms 1-3, force components in eV/Å:
0.1109 -0.0444 -0.4858
-0.0963 -0.1265 -0.0953
-0.2532 -0.0236 0.1622

HOMO   -13.17 eV
Total charge   +2
LUMO energy   -8.209 eV
Kohn-Sham gap   5.0 eV

---

No. 2
C20H38BrCl12N4O | ωB97M-V/def2-TZVPD

Cartesian coordinates (Å):
C (2.77354, 0.77191, 1.61611)
C (2.01305, 0.54061, 0.30340)
C (0.51042, 0.55909, 0.48434)
Br (-0.38233, -0.72614, -0.69410)
N (-0.17607, 1.83011, 0.34824)
N (-1.37610, 1.96134, 0.95444)
C (-1.87481, 3.14506, 0.61714)
C (-3.24148, 3.48116, 1.08026)
C (-4.16221, 2.57381, 0.24871)
C (-4.64716, 1.25003, 0.95001)
O (-5.45801, 2.54612, 0.50554)
N (-1.02685, 3.80408, -0.14707)
C (0.02048, 2.98980, -0.31895)
N (1.10193, 3.26311, -1.07138)
H (3.79718, 1.01192, 1.36840)
H (2.33586, 1.56236, 2.22227)
H (2.76580, -0.15192, 2.18795)
H (2.37561, 1.19419, -0.48206)
H (2.25714, -0.46684, -0.02332)
H (0.28159, 0.20454, 1.48514)
H (-1.83991, 1.28643, 1.56507)
H (-3.37048, 3.19768, 2.11723)
H (-3.52557, 4.51111, 0.88140)
H (-3.88899, 2.45150, -0.80281)
H (-5.56013, 0.66225, 1.04328)
H (-4.36162, 0.69291, 0.00374)
H (2.02840, 3.32512, -0.68887)
H (0.97038, 3.44810, -2.05287)
Cl (5.01170, 3.38691, 3.96692)
C (4.13438, 4.86656, 3.51043)
C (3.02913, 4.57065, 2.53236)
Cl (3.68250, 4.06044, 0.94544)
H (4.85102, 5.57230, 3.09947)
H (3.70839, 5.28723, 4.41926)
H (2.42834, 5.46126, 2.35798)
H (2.38435, 3.77636, 2.89988)
Cl (3.40730, 2.84106, -3.44253)
C (2.77672, 2.45930, -5.07092)
C (1.47008, 3.16047, -5.33259)
Cl (0.15630, 2.52853, -4.29570)
H (2.67599, 1.37996, -5.14048)
H (3.52187, 2.78976, -5.79130)
H (1.16706, 3.00343, -6.36549)
H (1.54787, 4.22844, -5.14938)
Cl (5.66250, -0.88007, 1.26197)
C (6.35415, -0.59623, -0.36023)
C (5.44932, -1.08200, -1.46223)
Cl (5.29983, -2.85603, -1.48826)
H (7.32277, -1.08667, -0.39268)
H (6.50327, 0.47779, -0.46142)
H (5.85646, -0.77802, -2.42492)
H (4.44832, -0.66899, -1.36226)
Cl (-2.51671, -0.22260, 3.10969)
C (-3.46468, -1.70819, 2.79254)
C (-3.70146, -2.49970, 4.04993)
Cl (-2.20011, -3.19562, 4.70402)
H (-2.91553, -2.26950, 2.04103)
H (-4.41658, -1.39056, 2.36975)
H (-4.37536, -3.32445, 3.82549)
H (-4.14543, -1.88356, 4.82742)
Cl (-1.63553, -4.03044, 1.04309)
C (-0.52831, -5.23717, 0.32769)
C (0.09362, -4.74563, -0.95182)
Cl (-1.10070, -4.59611, -2.26817)
H (-1.09446, -6.15242, 0.17748)
H (0.25150, -5.42532, 1.06294)
H (0.84964, -5.45367, -1.28540)
H (0.56134, -3.77395, -0.81661)
Cl (-5.28578, -6.04952, 0.18434)
C (-4.62160, -5.55978, -1.39877)
C (-5.51802, -5.96310, -2.53983)
Cl (-5.56776, -7.72913, -2.75867)
H (-3.63397, -6.00006, -1.49734)
H (-4.51621, -4.47634, -1.37743)
H (-5.13844, -5.53572, -3.46648)
H (-6.53646, -5.61658, -2.38558)

Atoms 1-3, force components in eV/Å:
-0.4666 -0.0614 -0.3374
0.4625 -0.1566 0.1740
0.0066 -0.3426 -0.1467

HOMO   -12.09 eV
Total charge   +1
LUMO energy   -2.933 eV
Kohn-Sham gap   9.2 eV

---

No. 3
C20H38F2O10 | ωB97M-V/def2-TZVPD

Cartesian coordinates (Å):
C (2.76536, 5.57356, -1.32947)
C (3.22680, 5.03131, -2.80572)
C (3.49415, 3.41825, -2.90665)
C (4.69552, 2.90663, -1.86134)
C (4.14329, 1.57635, -1.01505)
O (4.29865, 0.30285, -1.47202)
F (3.46822, 1.67884, 0.32448)
O (2.33174, 2.56758, -2.61579)
C (1.12963, 2.97247, -3.35681)
O (1.10482, 3.44071, -4.62442)
C (-0.33416, 2.78935, -2.62543)
C (-0.30101, 2.84720, -0.98939)
O (-1.45751, 2.50908, -0.35380)
F (0.82784, 3.27788, -0.13442)
H (1.59850, 5.50731, -1.13368)
H (3.01713, 6.74008, -1.31376)
H (3.37688, 5.09847, -0.42948)
H (4.26010, 5.56958, -3.05142)
H (2.44463, 5.43878, -3.59781)
H (3.89046, 3.13115, -3.99529)
H (5.67587, 2.59841, -2.42164)
H (4.99324, 3.74947, -1.08446)
H (-0.87983, 1.78339, -2.92961)
H (-1.01180, 3.68202, -3.01930)
C (-4.28589, 1.12984, 6.11843)
O (-3.58554, 0.24690, 5.25378)
C (-4.37439, -0.82200, 4.74486)
C (-4.35723, -0.89303, 3.20935)
O (-4.87919, 0.22751, 2.49145)
C (-4.21187, 1.48279, 2.64131)
C (-2.75223, 1.56713, 2.16535)
O (-1.88627, 0.71546, 2.91296)
C (-1.13331, -0.18586, 2.11622)
H (-4.11565, 0.82525, 7.16042)
H (-3.88606, 2.13344, 5.97704)
H (-5.36268, 1.15845, 5.91210)
H (-5.41025, -0.77111, 5.09575)
H (-3.93924, -1.74929, 5.13451)
H (-4.99164, -1.74092, 2.92434)
H (-3.36849, -1.14782, 2.83392)
H (-4.31837, 1.84214, 3.66227)
H (-4.78711, 2.19072, 2.03221)
H (-2.39919, 2.59309, 2.32278)
H (-2.69973, 1.36229, 1.09027)
H (-1.64403, -0.45640, 1.18750)
H (-0.97579, -1.09925, 2.69516)
H (-0.15862, 0.25709, 1.89029)
C (1.71844, -1.49276, -2.32438)
O (1.35709, -2.83982, -2.59370)
C (2.45651, -3.74101, -2.64810)
C (2.29611, -4.93098, -1.68821)
O (2.21757, -4.64443, -0.28994)
C (1.10914, -3.86670, 0.16832)
C (-0.29624, -4.46080, -0.02179)
O (-0.63667, -4.62307, -1.39725)
C (-1.03006, -5.94199, -1.74338)
H (1.81048, -0.94698, -3.27368)
H (0.92309, -1.03813, -1.73462)
H (2.65392, -1.41082, -1.75781)
H (3.40914, -3.23899, -2.45016)
H (2.49537, -4.13072, -3.67165)
H (3.18952, -5.55588, -1.80630)
H (1.46825, -5.57183, -1.98391)
H (1.17129, -2.85719, -0.23152)
H (1.26317, -3.75179, 1.24820)
H (-1.02474, -3.76040, 0.40333)
H (-0.38031, -5.40107, 0.53439)
H (-0.56226, -6.70189, -1.11070)
H (-0.72516, -6.12620, -2.77650)
H (-2.11940, -6.02374, -1.68068)

Atoms 1-3, force components in eV/Å:
0.1334 1.0375 0.1486
0.3216 0.5805 0.3769
1.8226 0.1463 -1.1064

HOMO   -8.74 eV
SMILES   CC[C@@H](CC(=O)F)OC(=O)CC(=O)F.COCCOCCOC.COCCOCCOC
LUMO energy   -0.529 eV
Kohn-Sham gap   8.2 eV

---

The highest LUMO energy belongs to which entry?
C20H38F2O10